1.
C17H27N2O3PdS as an isolated structure. Source: the Open Molecules 2025 dataset; level of theory: the ωB97M-V functional and the def2-TZVPD basis.

Calculated values
LUMO level (alpha / beta) in eV: -9.4905 / -12.9658
⟨S²⟩: 6.037
2S+1: 5
Energy above the lowest of the compared OMol25 structures with the same formula, charge and spin in eV: 0.0000
Net charge: +3

Last column: Mulliken charge in e.
Element x y z (Å)
Pd 0.66 0.74 0.03  0.6247
C 2.00 -3.39 0.63  -1.6049
C 2.10 -1.91 0.50  1.5127
O 1.04 -1.32 0.20  -0.2306
C 3.39 -1.23 0.71  -0.2508
C 4.50 -1.99 1.01  -0.6521
C 5.78 -1.43 1.22  -0.7239
C 5.97 -0.05 1.15  -0.5832
C 4.90 0.76 0.86  -0.5539
C 3.58 0.22 0.62  0.9641
O 2.68 1.07 0.35  -0.4619
H 0.97 -3.70 0.49  0.3342
H 2.36 -3.73 1.60  0.4924
H 2.62 -3.87 -0.13  0.4579
H 4.41 -3.07 1.10  0.4670
H 6.61 -2.09 1.44  0.4552
H 6.95 0.37 1.31  0.4709
H 5.00 1.83 0.79  0.5144
C -2.09 4.61 1.98  -1.1682
N -1.93 3.15 1.99  0.0467
C -1.14 2.61 3.10  -1.2048
C -2.35 2.37 1.02  1.0355
S -1.60 0.72 0.90  -0.0897
N -3.31 2.61 0.15  0.0278
C -4.41 3.56 0.42  -1.2228
C -3.48 1.77 -1.04  -1.3441
H -1.12 5.04 2.25  0.4139
H -2.83 4.92 2.71  0.3946
H -2.36 4.95 0.99  0.4189
H -1.34 3.21 3.99  0.3875
H -0.07 2.69 2.88  0.3814
H -1.42 1.59 3.34  0.5214
H -4.46 3.77 1.49  0.4377
H -5.33 3.07 0.12  0.4552
H -4.28 4.48 -0.15  0.3875
H -2.50 1.53 -1.47  0.4570
H -4.04 2.33 -1.78  0.4499
H -4.04 0.87 -0.79  0.3948
C 1.31 0.59 -3.97  -0.7829
C 0.94 -0.78 -3.41  -0.3852
C -0.33 -0.47 -2.65  -0.4904
O -0.04 0.83 -2.00  -0.1120
C 0.92 1.56 -2.87  -0.1786
H 0.73 0.80 -4.88  0.3367
H 2.36 0.67 -4.23  0.3815
H 1.71 -1.16 -2.73  0.1108
H 0.77 -1.53 -4.18  0.4574
H -0.62 -1.17 -1.87  0.4371
H -1.17 -0.28 -3.32  0.3452
H 1.76 1.85 -2.23  0.1942
H 0.40 2.45 -3.21  0.2736

2.
C24H49BrNO14S2 as an isolated structure. Source: the Open Molecules 2025 dataset; level of theory: the ωB97M-V functional and the def2-TZVPD basis.

Calculated values
LUMO level in eV: 1.9072
Net charge: -1

Last column: Mulliken charge in e.
Element x y z (Å)
C 4.61 -1.78 -4.24  -1.2130
C 4.86 -0.36 -3.73  -0.2300
C 3.82 0.72 -4.13  -0.5070
C 2.36 0.26 -4.26  -0.9394
S 1.86 -0.08 -5.94  1.3184
O 2.33 1.03 -6.74  -0.7418
O 2.33 -1.38 -6.33  -0.6513
N 0.24 0.04 -5.93  -0.4342
S -0.58 -0.94 -5.02  0.7736
O -1.86 -1.25 -5.60  -0.5752
O 0.14 -2.01 -4.38  -0.5206
Br -1.16 0.37 -3.26  -0.2056
H 5.38 -2.44 -3.83  0.4432
H 3.65 -2.17 -3.90  0.2791
H 4.66 -1.83 -5.33  0.2560
H 5.83 -0.01 -4.10  0.3327
H 4.95 -0.37 -2.64  0.1623
H 3.83 1.48 -3.34  0.1102
H 4.14 1.23 -5.04  0.4167
H 2.15 -0.60 -3.62  0.5069
H 1.69 1.06 -3.94  0.4507
O -0.85 0.86 1.48  -0.6054
C -1.51 -0.15 1.56  0.7434
O -2.20 -0.54 0.48  -0.3424
C -2.84 -1.82 0.37  -0.2940
C -4.22 -1.84 0.98  -0.6976
C -1.60 -0.93 2.85  -0.8930
H -2.20 -2.60 0.78  0.3152
H -2.90 -2.00 -0.70  0.1098
H -4.19 -1.64 2.06  0.3330
H -4.70 -2.80 0.82  0.3067
H -4.84 -1.06 0.53  0.1712
H -2.41 -0.50 3.45  0.2142
H -0.67 -0.81 3.39  0.2787
H -1.79 -1.99 2.72  0.3457
O 4.51 2.09 -1.15  -0.5723
C 3.87 2.23 -0.14  0.5837
O 4.54 2.48 1.01  -0.3090
C 3.88 2.83 2.23  -0.3720
C 3.43 1.63 3.03  -0.9646
C 2.37 2.07 -0.09  -0.8990
H 3.06 3.52 2.04  0.4063
H 4.64 3.38 2.80  0.1925
H 2.67 1.05 2.51  0.2894
H 3.02 1.96 3.98  0.3566
H 4.28 0.97 3.23  0.2882
H 2.14 1.02 0.05  0.1922
H 1.96 2.39 -1.05  0.3784
H 1.89 2.64 0.69  0.3758
O -6.00 0.32 4.33  -0.5707
C -6.99 0.46 3.65  0.8040
O -7.11 -0.26 2.52  -0.3310
C -8.30 -0.31 1.74  -0.4741
C -8.38 0.83 0.75  -0.9668
C -8.05 1.48 4.00  -1.0413
H -9.18 -0.36 2.38  0.3897
H -8.24 -1.26 1.21  0.3561
H -8.44 1.80 1.25  0.2770
H -9.27 0.72 0.12  0.3656
H -7.50 0.83 0.11  0.2905
H -7.76 2.44 3.57  0.2642
H -8.09 1.57 5.08  0.3152
H -9.05 1.22 3.64  0.3316
O -5.82 -3.77 -0.82  -0.6179
C -5.24 -4.23 -1.78  0.8731
O -4.59 -3.40 -2.59  -0.3090
C -3.70 -3.82 -3.64  -0.1302
C -4.44 -4.12 -4.92  -1.1428
C -5.29 -5.71 -2.09  -1.1604
H -3.09 -4.66 -3.30  0.3820
H -3.03 -2.97 -3.78  0.0908
H -5.13 -4.95 -4.81  0.3540
H -3.72 -4.36 -5.71  0.3742
H -5.00 -3.24 -5.24  0.2905
H -6.18 -5.91 -2.68  0.2723
H -5.37 -6.25 -1.14  0.3256
H -4.42 -6.08 -2.62  0.3988
O 6.47 1.40 4.21  -0.5249
C 7.26 2.30 4.31  0.7247
O 7.72 2.62 5.54  -0.3591
C 8.78 3.56 5.74  -0.3957
C 8.28 4.99 5.79  -0.9398
C 7.70 3.10 3.11  -0.9237
H 9.56 3.42 4.99  0.3601
H 9.21 3.28 6.70  0.2975
H 7.84 5.29 4.84  0.2676
H 9.10 5.67 6.01  0.3499
H 7.52 5.09 6.56  0.2901
H 6.99 3.91 2.95  0.2014
H 7.67 2.45 2.24  0.3355
H 8.70 3.52 3.19  0.3421

3.
C23H30BF4MnN11Si as an isolated structure. Source: the Open Molecules 2025 dataset; level of theory: the ωB97M-V functional and the def2-TZVPD basis.

Calculated values
LUMO level (alpha / beta) in eV: 4.0046 / 3.9118
⟨S²⟩: 8.767
2S+1: 6
Energy above the lowest of the compared OMol25 structures with the same formula, charge and spin in eV: 0.0000
Net charge: -2

Last column: Mulliken charge in e.
Element x y z (Å)
Mn 2.57 8.08 12.93  -0.1615
C 1.01 11.32 15.28  -1.1244
C 1.07 10.05 14.63  -0.0670
N 2.21 9.79 13.99  0.1890
C 3.32 10.60 14.00  -0.3175
C 3.19 11.92 14.44  1.3333
C 1.99 12.28 15.10  -0.8461
C 4.28 12.82 14.30  -0.7851
C 5.42 12.40 13.66  -0.6354
C 5.50 11.13 13.02  0.8292
C 6.53 10.79 12.11  -0.7972
C 6.51 9.53 11.48  -1.0010
C 5.44 8.71 11.75  0.1045
N 4.47 9.01 12.64  0.5731
C 4.47 10.21 13.26  0.6193
H 0.18 11.47 15.94  0.4238
H 0.29 9.27 14.57  0.4167
H 1.84 13.36 15.25  0.3589
H 4.24 13.79 14.74  0.3448
H 6.23 13.03 13.39  0.3555
H 7.25 11.54 11.83  0.3580
H 7.22 9.31 10.69  0.3847
H 5.33 7.69 11.25  0.2231
N -0.30 7.56 10.97  0.0114
C -0.38 7.32 12.27  0.1838
N -1.57 6.93 12.81  -0.6145
N -1.26 6.72 14.09  -0.8178
N 0.02 6.92 14.34  -0.2484
N 0.62 7.36 13.19  1.0349
C 0.88 7.52 10.31  0.1986
N 0.94 7.34 9.00  -0.6075
N 2.27 7.32 8.78  -0.7695
N 2.97 7.47 9.84  -0.3672
N 2.10 7.63 10.90  0.5747
H -1.11 7.37 10.44  0.2981
F 2.64 12.12 11.74  -0.2669
B 2.63 13.57 11.65  0.4513
F 3.90 13.96 11.12  -0.4097
F 2.40 14.11 12.97  -0.3961
F 1.58 13.96 10.71  -0.4031
C 5.41 5.94 14.27  -1.5614
Si 3.46 5.64 13.97  -0.9695
C 3.50 4.13 12.80  2.2452
C 4.05 2.81 13.40  -1.6239
C 1.99 3.95 12.31  -1.2450
C 4.46 4.35 11.55  -1.6876
C 2.83 5.44 15.77  2.5414
C 2.48 6.80 16.54  -1.7923
C 1.62 4.42 15.75  -1.7457
C 3.86 4.82 16.71  -1.9985
H 6.00 5.02 14.33  0.3532
H 5.62 6.68 15.07  0.2269
H 5.77 6.42 13.38  0.4108
H 3.35 2.34 14.15  0.2297
H 5.11 2.82 13.76  0.2236
H 4.05 2.04 12.54  0.4978
H 1.27 4.47 12.94  0.2265
H 1.72 2.83 12.21  0.2405
H 1.84 4.45 11.34  0.2887
H 5.49 4.49 11.88  0.3090
H 4.12 5.26 11.01  0.2620
H 4.31 3.49 10.89  0.5233
H 1.83 7.49 15.95  0.0633
H 3.42 7.26 16.80  0.4749
H 2.00 6.47 17.45  0.6190
H 0.83 4.73 15.05  0.3611
H 1.15 4.43 16.79  0.4621
H 1.83 3.40 15.51  0.2444
H 4.70 5.47 16.99  0.3427
H 4.30 3.85 16.40  0.2744
H 3.22 4.58 17.61  0.5725

4.
C5H20N11O8Tl as an isolated structure. Source: the Open Molecules 2025 dataset; level of theory: the ωB97M-V functional and the def2-TZVPD basis.

Calculated values
LUMO level in eV: -11.6179
Energy above the lowest of the compared OMol25 structures with the same formula, charge and spin in eV: 0.0000
Net charge: +2

Last column: natural (NBO) charge in e.
Element x y z (Å)
Tl 0.35 0.12 -0.67  1.3888
N 0.99 -0.43 -4.53  0.7060
O 0.55 -1.29 -5.27  -0.2772
O 1.43 0.62 -4.94  -0.2466
O 0.98 -0.66 -3.30  -0.3052
C -0.39 -0.06 3.24  0.7847
O -0.10 0.43 2.15  -0.7003
N -1.57 0.23 3.90  -0.8249
N 0.26 -1.10 3.79  -0.8111
H -1.51 0.35 4.90  0.4120
H -2.14 0.84 3.34  0.4017
H 1.21 -1.31 3.52  0.4119
H -0.11 -1.62 4.57  0.4128
C -0.45 -3.59 -2.06  0.7861
O -0.13 -2.59 -1.38  -0.5953
N -0.80 -4.74 -1.49  -0.7872
N -0.46 -3.55 -3.42  -0.7992
H -1.03 -5.53 -2.07  0.4130
H -0.75 -4.92 -0.50  0.4260
H -0.41 -4.41 -3.93  0.4097
H -0.06 -2.72 -3.82  0.4212
C 3.19 0.36 1.94  0.8062
O 2.61 0.25 0.86  -0.7066
N 3.52 1.51 2.55  -0.7998
N 3.44 -0.77 2.69  -0.8481
H 3.15 2.40 2.25  0.4194
H 3.88 1.49 3.49  0.4044
H 3.19 -1.66 2.31  0.4089
H 4.15 -0.78 3.40  0.4066
C 0.83 3.82 0.78  0.7882
O 0.60 2.72 0.28  -0.7293
N 0.29 4.22 1.95  -0.8126
N 1.56 4.77 0.12  -0.8355
H 0.57 5.11 2.33  0.4112
H -0.42 3.67 2.40  0.4148
H 2.08 4.42 -0.67  0.4107
H 1.22 5.71 0.06  0.4132
C -3.21 -0.24 -2.29  0.7808
O -1.98 -0.45 -2.21  -0.6254
N -3.90 -0.70 -3.36  -0.7947
N -3.92 0.44 -1.37  -0.8011
H -4.90 -0.58 -3.47  0.4195
H -3.30 -0.90 -4.14  0.4204
H -4.89 0.63 -1.54  0.4123
H -3.61 0.48 -0.41  0.4096

5.
A 2-piece molecular cluster, C9H14 overall. Source: the Open Molecules 2025 dataset; level of theory: the ωB97M-V functional and the def2-TZVPD basis.

Calculated values
LUMO level in eV: 1.0473
SMILES: Cc1ccccc1.CC
Energy above the lowest of the compared OMol25 structures with the same formula, charge and spin in eV: 1.0711
Net charge: 0

Last column: natural (NBO) charge in e.
Element x y z (Å)
C -2.17 2.72 0.30  -0.6149
C -2.46 1.28 -0.06  -0.6168
H -2.51 3.32 -0.55  0.2082
H -2.65 3.04 1.24  0.2115
H -1.10 2.84 0.45  0.1980
H -2.40 0.59 0.77  0.2091
H -3.53 1.07 -0.46  0.1960
H -1.96 0.83 -0.93  0.2093
C 0.45 1.04 -1.67  -0.6298
C 1.06 -0.81 1.71  -0.2121
C 0.99 0.17 0.71  -0.2104
C 1.02 -2.11 1.19  -0.2082
C 0.76 -0.01 -0.65  -0.0219
C 1.01 -2.36 -0.18  -0.2125
C 0.70 -1.35 -1.06  -0.2041
H 1.30 -0.59 2.72  0.2183
H 0.77 1.16 1.15  0.1981
H 1.15 -2.91 1.90  0.2045
H 1.32 -3.34 -0.50  0.2143
H 0.16 1.96 -1.17  0.2178
H -0.37 0.60 -2.23  0.2152
H 0.46 -1.58 -2.09  0.2051
H 1.22 1.32 -2.41  0.2254

no.,strongest force on any atom (Eh/bohr)
1,0.0060
2,0.0190
3,0.0695
4,0.0459
5,0.0649